Density functional theory data (the ωB97M-V functional and the def2-TZVPD basis) for C34H32AuN6OS2 as an isolated structure at a distorted geometry.

```
76
C34H32AuN6OS2 | the Open Molecules 2025 dataset | the ωB97M-V functional and the def2-TZVPD basis
S -0.22 0.73 2.84
C -1.79 1.94 0.67
C -2.43 0.94 -0.10
C 0.55 -4.29 -1.80
C 2.12 2.34 -0.93
C 1.30 -2.82 1.48
H -3.20 -1.74 -4.63
C 0.51 -2.91 -2.04
C 3.83 4.03 -0.52
C -0.03 2.88 -1.53
H -2.41 -1.86 4.25
C 0.38 0.08 4.47
H -1.81 -0.19 -3.28
C -3.18 -2.00 -0.79
H -4.35 0.33 -0.87
C -3.83 1.06 -0.27
H -4.64 -3.39 -3.51
H -5.59 2.15 0.15
H 2.32 -2.42 1.45
C 4.98 -0.71 -0.67
C -3.20 -1.81 -3.55
O 0.80 0.35 1.82
H -1.99 3.70 1.85
C 2.47 3.70 -0.82
C 0.78 -4.46 -0.44
H -4.57 -3.60 -1.06
C 0.45 -2.23 -3.35
H -0.99 2.50 -1.85
H 0.72 0.92 5.07
H -0.78 -2.30 3.74
S 5.91 5.11 -0.04
Au 0.46 -0.14 -0.67
H -0.54 -2.32 -3.79
H 0.69 -2.03 1.90
C -1.44 -1.46 3.96
C -2.51 2.95 1.26
N 2.73 0.03 -0.85
N -1.72 -0.05 -0.68
H 1.29 -3.69 2.13
N 4.33 5.24 -0.32
H -2.50 -0.01 2.73
C -4.53 2.08 0.32
N 0.68 -2.25 -0.86
C 4.83 3.01 -0.44
H 3.22 -1.94 -0.91
C 5.42 0.59 -0.56
H 1.16 -2.69 -4.03
H 0.90 -5.37 0.10
H -3.18 -2.07 0.29
H 1.72 5.71 -0.92
C -3.89 3.03 1.10
H 0.69 -1.17 -3.23
H -4.45 3.82 1.58
C -2.41 -1.02 -1.42
C 3.12 1.31 -0.77
H -0.58 4.94 -1.61
H 1.22 -0.59 4.27
C -2.41 -0.96 -2.81
H -0.53 -1.24 5.93
C 1.47 4.66 -1.03
H 0.44 -5.05 -2.54
C -3.97 -2.86 -1.55
C -1.55 -0.56 2.75
C -0.82 -0.62 5.08
C -4.00 -2.75 -2.93
N 6.03 3.51 -0.18
H 6.46 0.83 -0.44
H -0.72 1.91 0.77
C 0.21 4.24 -1.40
H 5.66 -1.54 -0.65
C 0.87 -3.17 0.11
H -1.42 -1.07 1.80
N 0.88 1.96 -1.26
C 3.61 -0.94 -0.81
H -1.54 0.12 5.42
C 4.48 1.63 -0.59
```

Values from the calculation:
net charge	+1
E_LUMO (spin up / spin down)	-0.12268 / -0.17621	hartree
relative energy (zero: lowest compared OMol25 entry of this formula, charge and spin)	9.3	kcal/mol
⟨S²⟩	2.01
Kohn-Sham gap (spin up / spin down)	5.81 / 4.26	eV
spin multiplicity	3
HOMO level (spin up / spin down)	-9.148 / -9.059	eV

---

Density functional theory data (the ωB97M-V functional and the def2-TZVPD basis) for C34H32BF9IMoN4O5PTe2 as an isolated structure.

```
90
C34H32BF9IMoN4O5PTe2 | the Open Molecules 2025 dataset | the ωB97M-V functional and the def2-TZVPD basis
O -2.94 1.11 -1.78
N -2.07 1.22 0.82
H -1.68 -7.24 3.13
Te -2.41 -2.19 -2.68
H 0.92 1.68 -1.66
F -3.21 2.49 -4.14
H 3.43 2.76 -1.60
H -3.29 -5.45 2.55
Mo -1.88 -0.18 -0.65
O -2.43 5.69 1.29
O 2.42 4.06 0.45
C 1.68 -0.10 1.81
H 1.87 -3.01 3.56
C -2.22 1.02 4.52
N 1.63 1.95 -2.36
H -0.58 4.84 0.80
H -1.63 3.14 1.41
H -1.35 2.93 -5.01
C 0.77 -4.24 -2.22
H -2.82 2.50 3.09
C 2.05 -3.83 -2.59
H -0.91 -1.99 3.78
F 0.67 -1.11 -3.71
H 3.72 -2.55 -2.11
C -1.32 -6.27 2.79
H 3.59 -1.72 4.75
C 2.38 3.04 -1.70
F 5.55 0.02 0.51
H 0.75 -6.84 2.88
C 0.50 -4.82 2.21
F -2.77 -0.42 -5.47
C -1.95 4.55 -0.81
C -1.48 -0.53 2.31
H -1.04 6.32 -0.04
O -0.41 0.05 -1.39
C -2.18 5.15 -2.02
I -4.49 -1.31 0.36
H 2.68 -1.61 -0.13
F 3.64 0.42 -0.70
H -2.53 1.61 5.38
C 2.09 -2.00 3.25
N -1.13 -1.21 1.10
C -1.41 5.36 0.33
F 0.19 2.37 -4.43
F -0.60 -1.64 -5.81
C -1.99 0.77 2.14
C -1.32 -1.01 3.60
C -2.39 2.91 -5.38
H 2.31 3.95 -2.29
C -1.69 -0.24 4.70
C 3.05 -1.27 3.93
C 3.33 0.04 3.55
P 0.14 -2.22 1.21
H -2.48 -3.25 1.78
H 4.09 0.60 4.08
H -0.82 -4.03 -0.80
H -2.65 2.09 -6.04
N -2.63 4.46 -3.09
C -2.02 2.55 0.60
C -1.77 -4.03 2.04
H -2.91 4.88 1.49
H 1.08 2.21 -3.27
H -1.55 -0.65 5.70
C -2.38 1.52 3.24
H 1.15 0.39 1.00
C -2.68 2.41 -1.77
F 5.63 1.36 -1.37
C -2.23 3.16 -0.64
B 5.05 0.22 -0.78
O 0.70 2.70 -0.06
C 0.05 -6.05 2.66
C 2.65 0.63 2.50
H 2.22 1.14 -2.53
C -2.81 3.22 -2.88
H -1.97 6.20 -2.17
F 5.32 -0.91 -1.57
C 1.79 3.30 -0.29
H 0.23 -4.96 -2.82
C -2.23 -5.27 2.47
C 1.42 -1.41 2.18
Te -1.10 -0.56 -4.33
C -0.40 -3.80 1.93
H -2.82 3.87 -5.64
C 2.14 -2.35 -0.70
H 2.51 -4.24 -3.48
H 1.56 -4.66 2.06
H 2.85 1.65 2.20
C 2.73 -2.89 -1.83
C 0.18 -3.71 -1.09
C 0.85 -2.75 -0.34
```

Values from the calculation:
net charge	-2
E_LUMO (spin up / spin down)	0.13469 / 0.11878	hartree
relative energy (zero: lowest compared OMol25 entry of this formula, charge and spin)	60.8	kcal/mol
⟨S²⟩	2.03
Kohn-Sham gap (spin up / spin down)	5.72 / 6.40	eV
spin multiplicity	3
HOMO level (spin up / spin down)	-2.059 / -3.171	eV

---

Density functional theory data (the ωB97M-V functional and the def2-TZVPD basis) for C34H32BN11Pt as an isolated structure at a distorted geometry.

```
79
C34H32BN11Pt | the Open Molecules 2025 dataset | the ωB97M-V functional and the def2-TZVPD basis
H -2.59 -3.38 6.32
N -0.53 2.21 -1.42
N -2.27 -1.29 4.15
N 1.23 -0.61 1.31
C -0.48 2.61 3.04
C 1.67 -0.70 -3.11
C -1.24 2.99 -4.95
H -3.74 -0.63 2.44
H 2.66 -5.15 -2.38
C -3.21 -2.53 6.04
Pt 0.51 0.34 -0.35
H -2.62 -0.13 -2.60
C -0.66 1.89 -5.58
C 0.03 0.96 -4.85
N 0.40 1.69 1.28
C 2.46 -1.09 1.55
H 3.67 -1.75 -5.65
C 2.47 -0.65 -4.28
H 4.44 -0.50 1.01
N -1.41 -0.25 3.95
C -1.15 3.21 -0.81
H -3.68 -2.21 6.97
H 2.88 3.64 0.93
H 0.56 4.54 2.84
C 1.67 -1.90 -2.31
H -1.15 3.21 0.27
C 0.20 1.11 -3.44
C -2.46 -0.79 -0.57
H 0.38 -2.95 0.51
C -1.19 3.14 -3.54
N 0.45 -0.80 2.39
C -3.18 -0.63 1.52
C -0.52 2.18 -2.77
C 1.96 3.40 0.40
H -0.77 1.76 -6.65
H 3.25 -0.36 -0.30
B -0.88 0.01 2.58
H 2.61 0.29 -4.79
H -1.77 3.73 -5.54
H -0.24 1.03 5.22
C -2.32 -1.02 -2.04
H 2.18 2.63 -0.33
C 1.19 -1.42 3.33
H -2.26 5.05 -0.95
H -1.13 2.70 3.90
C -3.60 -0.92 0.23
H 1.38 -5.10 -0.24
N 1.02 -1.89 -1.13
H 0.77 -1.67 4.29
H 0.43 0.09 -5.35
C 2.98 -2.99 -4.04
C -1.83 4.20 -2.87
H 3.44 -3.89 -4.44
C 2.19 -4.24 -2.03
C -2.37 -1.45 5.45
H -3.96 -2.88 5.34
H -1.44 -0.41 7.20
N -1.43 -0.46 0.22
H -2.96 -1.84 -2.35
C 2.30 -3.06 -2.80
H 3.89 -1.95 0.19
C 0.36 3.54 2.48
C 1.49 -4.21 -0.85
C 0.93 -3.00 -0.43
C -0.96 0.23 5.15
C 3.10 -1.79 -4.73
C 3.57 -0.97 0.55
C -1.54 -0.52 6.13
N 0.86 0.27 -2.66
N -0.44 1.48 2.32
C 0.93 2.92 1.37
H -1.28 -1.26 -2.29
C -1.79 4.24 -1.50
H 3.28 -2.10 3.34
H -2.36 4.96 -3.44
H -4.59 -1.20 -0.09
C 2.46 -1.63 2.83
H 1.64 4.31 -0.11
N -1.87 -0.36 1.49
```

Values from the calculation:
net charge	+3
E_LUMO (spin up / spin down)	-0.43584 / -0.43866	hartree
relative energy (zero: lowest compared OMol25 entry of this formula, charge and spin)	17.0	kcal/mol
⟨S²⟩	0.75
Kohn-Sham gap (spin up / spin down)	3.60 / 3.53	eV
spin multiplicity	2
HOMO level (spin up / spin down)	-15.462 / -15.462	eV